1.
This record from the OMol25 dataset describes the molecule C7H12N2O6 at a distorted geometry. The level of theory is ωB97M-V/def2-TZVPD.

CARTESIAN COORDINATES (ANGSTROEM)
1 N -2.05862 -2.66845 1.66402
2 C -1.39360 -1.33054 1.38287
3 C -0.33680 -1.20005 2.46413
4 O 0.11940 0.10919 2.62798
5 C -0.82065 -1.27608 0.01888
6 O -1.16093 -2.02181 -0.85560
7 N 0.01079 -0.16570 -0.11284
8 C 1.04950 0.07457 -1.15046
9 C 0.44463 0.93198 -2.29881
10 C -0.20974 2.21776 -1.85031
11 O 0.13584 2.95658 -0.91935
12 O -1.27943 2.57089 -2.60744
13 C 2.07579 0.91414 -0.41242
14 O 1.79198 1.20762 0.77584
15 O 3.35431 1.18696 -0.89257
16 H -2.87599 -2.70931 0.96509
17 H -1.49846 -3.33357 1.22536
18 H -2.20811 -0.59055 1.49604
19 H 0.51316 -1.88066 2.09907
20 H -0.83549 -1.67354 3.29474
21 H 1.04040 0.21567 2.54414
22 H 0.04047 0.56906 0.63473
23 H 1.30842 -0.81517 -1.66962
24 H 1.02885 1.16920 -3.16063
25 H -0.39452 0.27303 -2.69281
26 H -1.61212 3.49676 -2.30846
27 H 3.77090 1.77200 -0.26155

**Highest occupied orbital energy**: -9.83 eV
**Gap between HOMO and LUMO**: 10.23 eV
**ΔE to the lowest compared entry with this formula, charge and spin**: 1.845 eV
**Net charge**: 0
**SMILES string**: N[C@@H](CO)C(=O)N[C@@H](CC(=O)O)C(=O)O

Partial charges, Löwdin, in e: number 1, N, carries 0.046; number 2, C, carries -0.298; number 3, C, carries -0.227; number 4, O, carries -0.040; number 5, C, carries -0.466; number 6, O, carries 0.092; number 7, N, carries 0.109; number 8, C, carries -0.156; number 9, C, carries -0.034; number 10, C, carries -0.479; number 11, O, carries 0.086; number 12, O, carries 0.072; number 13, C, carries -0.346; number 14, O, carries 0.043; number 15, O, carries 0.117; number 16, H, carries 0.112; number 17, H, carries 0.031; number 18, H, carries 0.168; number 19, H, carries 0.159; number 20, H, carries 0.109; number 21, H, carries 0.051; number 22, H, carries 0.133; number 23, H, carries 0.151; number 24, H, carries 0.126; number 25, H, carries 0.152; number 26, H, carries 0.176; number 27, H, carries 0.114

***

2.
This record from the OMol25 dataset describes a structure of composition C37H21Cl5N5O2SSeTi at a distorted geometry. The level of theory is ωB97M-V/def2-TZVPD.

CARTESIAN COORDINATES (ANGSTROEM)
1 Ti 0.01080 0.65776 0.94703
2 Cl 1.04592 2.55824 4.01253
3 C -0.30812 3.16588 3.06072
4 C -0.57031 2.59385 1.82587
5 C -1.48181 3.31124 1.06756
6 Cl -1.65375 2.86664 -0.62944
7 C -2.19683 4.42142 1.50615
8 Cl -3.31671 5.22517 0.46953
9 C -1.97912 4.87968 2.79974
10 Cl -2.86648 6.22428 3.40554
11 C -0.99903 4.26355 3.57458
12 Cl -0.65150 4.88030 5.14848
13 C -3.61964 -0.37335 -6.60403
14 C -2.88957 -0.50367 -5.29421
15 C -2.32017 -1.70998 -4.90842
16 C -1.63434 -1.83184 -3.70679
17 C -1.51706 -0.72076 -2.88416
18 C -2.08025 0.49884 -3.24982
19 C -2.76179 0.59850 -4.44674
20 S -0.64788 -0.87655 -1.37317
21 O 0.46848 0.09528 -1.37244
22 O -0.36890 -2.27549 -1.24165
23 N -1.48334 -0.20723 -0.20243
24 C -2.57747 -0.78922 0.46356
25 C -3.60494 -1.47721 -0.11009
26 C -4.69893 -1.91531 0.67755
27 C -4.74571 -1.66866 2.01489
28 C -3.65585 -1.01168 2.64498
29 C -3.56910 -0.82389 4.04284
30 C -2.42546 -0.32136 4.57897
31 C -1.36387 0.03787 3.72102
32 N -1.43346 -0.04331 2.41702
33 C -2.56474 -0.59716 1.87247
34 H -3.80420 -1.34814 -7.05359
35 H -3.03553 0.21920 -7.31116
36 H -4.57906 0.12897 -6.47360
37 H -2.41522 -2.57415 -5.55541
38 H -1.19448 -2.77074 -3.40374
39 H -1.99501 1.35665 -2.60097
40 H -3.20617 1.54496 -4.73329
41 H -3.60215 -1.66268 -1.17719
42 H -5.50992 -2.44560 0.19562
43 H -5.58632 -1.99636 2.61331
44 H -4.40401 -1.10934 4.67242
45 H -2.30521 -0.19002 5.64489
46 H -0.43476 0.40353 4.13101
47 N 6.17580 -5.11937 -3.11277
48 C 5.47024 -4.52525 -2.42698
49 C 4.58234 -3.77855 -1.55757
50 C 3.74861 -4.45928 -0.67534
51 C 2.89193 -3.74565 0.14214
52 C 2.85977 -2.35076 0.09314
53 C 3.70394 -1.68043 -0.79265
54 C 4.56098 -2.38837 -1.61605
55 C 1.94297 -1.61852 0.92062
56 C 1.16820 -0.95316 1.58669
57 H 3.77265 -5.53995 -0.63730
58 H 2.23003 -4.26210 0.82370
59 H 3.67456 -0.59882 -0.83683
60 H 5.21330 -1.87170 -2.30689
61 Se 1.86297 2.70932 -0.84895
62 N 1.81950 1.68810 0.64137
63 C 3.05247 1.69712 1.12858
64 C 3.49602 1.00840 2.31570
65 C 4.79046 1.10343 2.67157
66 C 5.75293 1.87752 1.91602
67 C 5.39052 2.54178 0.80563
68 C 4.01461 2.46837 0.37726
69 N 3.56496 3.07449 -0.70187
70 H 2.79617 0.41240 2.87715
71 H 5.13074 0.57631 3.55424
72 H 6.77863 1.91732 2.25927
73 H 6.08767 3.12922 0.22419

**Spin multiplicity**: 2
**Highest occupied orbital energy (alpha / beta)**: -7.55 / -8.49 eV
**Gap between HOMO and LUMO (alpha / beta)**: 6.40 / 7.28 eV
**ΔE to the lowest compared entry with this formula, charge and spin**: 0.611 eV
**Net charge**: 0

Partial charges, Löwdin, in e: number 1, Ti, carries 0.788; number 2, Cl, carries 0.703; number 3, C, carries -0.657; number 4, C, carries -0.268; number 5, C, carries -0.652; number 6, Cl, carries 0.699; number 7, C, carries -0.703; number 8, Cl, carries 0.683; number 9, C, carries -0.708; number 10, Cl, carries 0.684; number 11, C, carries -0.700; number 12, Cl, carries 0.676; number 13, C, carries -0.046; number 14, C, carries -0.263; number 15, C, carries -0.027; number 16, C, carries -0.039; number 17, C, carries -0.287; number 18, C, carries -0.048; number 19, C, carries -0.026; number 20, S, carries 0.607; number 21, O, carries -0.418; number 22, O, carries -0.261; number 23, N, carries -0.238; number 24, C, carries -0.230; number 25, C, carries 0.006; number 26, C, carries -0.060; number 27, C, carries -0.035; number 28, C, carries -0.144; number 29, C, carries 0.003; number 30, C, carries -0.022; number 31, C, carries -0.105; number 32, N, carries 0.021; number 33, C, carries -0.131; number 34, H, carries 0.076; number 35, H, carries 0.087; number 36, H, carries 0.082; number 37, H, carries 0.115; number 38, H, carries 0.114; number 39, H, carries 0.049; number 40, H, carries 0.120; number 41, H, carries 0.115; number 42, H, carries 0.108; number 43, H, carries 0.113; number 44, H, carries 0.123; number 45, H, carries 0.112; number 46, H, carries 0.076; number 47, N, carries 0.148; number 48, C, carries -0.182; number 49, C, carries -0.232; number 50, C, carries -0.023; number 51, C, carries -0.011; number 52, C, carries -0.228; number 53, C, carries -0.004; number 54, C, carries -0.019; number 55, C, carries -0.122; number 56, C, carries -0.078; number 57, H, carries 0.119; number 58, H, carries 0.122; number 59, H, carries 0.115; number 60, H, carries 0.120; number 61, Se, carries 1.210; number 62, N, carries -0.300; number 63, C, carries -0.341; number 64, C, carries -0.061; number 65, C, carries -0.052; number 66, C, carries -0.066; number 67, C, carries -0.022; number 68, C, carries -0.376; number 69, N, carries -0.218; number 70, H, carries 0.074; number 71, H, carries 0.110; number 72, H, carries 0.106; number 73, H, carries 0.115